Record 1
Formula: C24H32N4O4S2Y
Source: the Open Molecules 2025 dataset
Level of theory: the ωB97M-V functional and the def2-TZVPD basis

Summary:
LUMO energy, eV: -2.59
Total energy, eV: -62269.6598
Highest occupied orbital energy, eV: -10.321
Largest force on an atom, Eh/bohr: 0.0201
Net charge: +1

Last column: Löwdin charge in e.
Atoms and positions in Å:
1 Y 0.16 -0.10 -0.14  1.564
2 N -5.24 6.48 0.66  0.131
3 C -4.30 5.52 0.47  -0.301
4 C -4.47 4.54 -0.52  -0.015
5 C -3.53 3.55 -0.70  -0.052
6 C -2.41 3.52 0.12  -0.326
7 C -2.22 4.48 1.11  -0.045
8 C -3.15 5.47 1.29  -0.010
9 S -1.22 2.29 -0.07  0.579
10 O -1.62 1.37 -1.15  -0.399
11 O 0.11 2.82 -0.28  -0.314
12 N -1.06 1.36 1.23  -0.202
13 C -2.12 0.48 1.47  -0.487
14 N -3.27 0.92 1.95  0.169
15 C -4.21 0.00 2.14  -0.077
16 C -4.02 -1.34 1.86  -0.021
17 C -2.79 -1.71 1.36  -0.083
18 N -1.83 -0.80 1.16  0.048
19 H -5.97 6.61 -0.01  0.105
20 H -5.04 7.26 1.27  0.106
21 H -5.35 4.57 -1.15  0.117
22 H -3.67 2.79 -1.46  0.116
23 H -1.34 4.44 1.75  0.127
24 H -3.02 6.21 2.06  0.119
25 H -5.16 0.36 2.53  0.122
26 H -4.80 -2.07 2.03  0.113
27 H -2.55 -2.73 1.12  0.103
28 C 1.20 -0.02 -4.84  -0.230
29 S 0.32 0.80 -3.52  0.936
30 C 1.20 2.34 -3.49  -0.217
31 O 0.81 0.05 -2.27  -0.640
32 H 2.26 -0.04 -4.60  0.073
33 H 1.01 0.52 -5.76  0.070
34 H 0.80 -1.03 -4.91  0.059
35 H 0.97 2.89 -4.40  0.074
36 H 2.27 2.14 -3.41  0.077
37 H 0.84 2.89 -2.61  0.041
38 C 3.23 -0.47 3.26  -0.058
39 C 4.15 -1.11 2.22  -0.368
40 C 4.68 -0.08 1.22  -0.058
41 C 3.51 -2.31 1.53  -0.135
42 C 4.07 -3.57 1.67  -0.025
43 C 3.53 -4.68 1.05  -0.071
44 C 2.40 -4.54 0.28  -0.043
45 C 1.79 -3.30 0.11  -0.135
46 C 0.55 -3.23 -0.77  -0.379
47 C 0.89 -3.44 -2.24  -0.049
48 C -0.54 -4.20 -0.30  -0.060
49 C 2.36 -2.19 0.73  -0.240
50 O 1.78 -0.97 0.56  -0.283
51 H 3.78 0.30 3.82  0.081
52 H 2.87 -1.21 3.98  0.084
53 H 2.37 0.00 2.80  0.062
54 H 5.01 -1.52 2.76  0.128
55 H 3.86 0.38 0.66  0.063
56 H 5.37 -0.54 0.51  0.084
57 H 5.21 0.71 1.75  0.080
58 H 4.96 -3.67 2.28  0.116
59 H 4.00 -5.65 1.17  0.106
60 H 1.98 -5.42 -0.21  0.112
61 H 0.07 -2.23 -0.73  0.055
62 H 1.32 -4.44 -2.38  0.090
63 H 1.63 -2.71 -2.58  0.079
64 H 0.00 -3.37 -2.87  0.085
65 H -0.21 -5.23 -0.44  0.083
66 H -1.45 -4.07 -0.88  0.085
67 H -0.75 -4.07 0.76  0.081


Record 2
Formula: C24H32N6
Source: the Open Molecules 2025 dataset
Level of theory: the ωB97M-V functional and the def2-TZVPD basis

Summary:
LUMO energy, eV: 0.71
SMILES string: c1cc[nH]c1.c1cc[nH]c1.c1cc[nH]c1.c1cc[nH]c1.c1cc[nH]c1.CCCC#N
Total energy, eV: -34344.9220
Highest occupied orbital energy, eV: -8.103
Largest force on an atom, Eh/bohr: 0.0740

Last column: Löwdin charge in e.
Atoms and positions in Å:
1 C 2.41 -2.43 2.25  -0.100
2 C 3.22 -1.27 2.46  -0.088
3 C 2.54 -0.49 3.45  -0.136
4 N 1.52 -1.24 3.95  -0.012
5 C 1.40 -2.40 3.24  -0.151
6 H 2.59 -3.18 1.49  0.075
7 H 4.06 -0.93 1.86  0.080
8 H 2.70 0.49 3.89  0.096
9 H 0.96 -0.98 4.75  0.149
10 H 0.58 -3.06 3.44  0.102
11 C -1.97 4.85 3.45  -0.159
12 C -0.81 4.06 3.35  -0.106
13 C -1.23 2.74 3.03  -0.119
14 N -2.62 2.75 3.08  0.018
15 C -3.03 4.10 3.25  -0.136
16 H -1.93 5.93 3.51  0.098
17 H 0.21 4.41 3.47  0.067
18 H -0.71 1.80 2.95  0.084
19 H -3.22 1.94 3.12  0.111
20 H -4.08 4.35 3.28  0.106
21 C 3.19 2.53 1.26  -0.104
22 C 3.25 2.06 -0.06  -0.143
23 C 2.28 2.63 -0.85  -0.126
24 N 1.57 3.50 -0.01  0.017
25 C 2.15 3.46 1.23  -0.145
26 H 3.80 2.28 2.12  0.091
27 H 3.89 1.24 -0.35  0.090
28 H 1.97 2.53 -1.88  0.103
29 H 0.83 4.15 -0.26  0.148
30 H 1.75 4.02 2.06  0.080
31 C -3.58 0.12 -2.69  -0.121
32 C -2.89 0.77 -3.75  -0.121
33 C -3.81 1.43 -4.46  -0.128
34 N -5.06 1.05 -3.94  -0.007
35 C -4.93 0.27 -2.84  -0.131
36 H -3.18 -0.42 -1.84  0.066
37 H -1.81 0.86 -3.77  0.088
38 H -3.75 2.12 -5.29  0.105
39 H -5.93 1.37 -4.33  0.141
40 H -5.73 -0.18 -2.28  0.112
41 C 2.52 -5.60 -1.95  -0.134
42 C 2.00 -4.34 -1.77  -0.117
43 C 1.79 -3.88 -3.03  -0.152
44 N 2.06 -4.85 -3.94  0.007
45 C 2.64 -5.88 -3.29  -0.141
46 H 2.81 -6.30 -1.18  0.094
47 H 1.74 -3.83 -0.85  0.078
48 H 1.35 -2.96 -3.38  0.104
49 H 1.94 -4.82 -4.94  0.153
50 H 2.99 -6.78 -3.79  0.109
51 C -0.81 -1.81 -1.11  -0.085
52 C -0.24 -0.41 -0.82  -0.251
53 C -0.35 0.10 0.59  -0.174
54 C -1.78 0.17 1.02  -0.220
55 N -2.88 0.25 1.34  0.152
56 H -0.21 -2.65 -0.76  0.054
57 H -0.83 -1.93 -2.20  0.066
58 H -1.85 -1.93 -0.78  0.062
59 H -0.60 0.39 -1.47  0.097
60 H 0.82 -0.41 -1.08  0.103
61 H 0.32 0.95 0.74  0.103
62 H -0.05 -0.67 1.31  0.101


Record 3
Formula: C24H32N6
Source: the Open Molecules 2025 dataset
Level of theory: the ωB97M-V functional and the def2-TZVPD basis

Summary:
LUMO energy, eV: 0.66
SMILES string: CCC(C)(C)n1nnnc1CN1CCN(C(c2ccccc2)c2ccccc2)CC1
Total energy, eV: -34347.1501
Highest occupied orbital energy, eV: -8.249
Largest force on an atom, Eh/bohr: 0.0273

Last column: Löwdin charge in e.
Atoms and positions in Å:
1 C -3.26 -2.35 -0.13  -0.079
2 C -4.24 -1.32 -0.70  -0.185
3 C -4.67 -0.25 0.31  -0.510
4 C -5.42 -0.88 1.48  -0.046
5 C -5.60 0.78 -0.36  -0.017
6 N -3.51 0.45 0.85  -0.006
7 N -3.26 0.41 2.16  0.045
8 N -2.25 1.12 2.39  -0.022
9 N -1.78 1.66 1.28  0.063
10 C -2.56 1.25 0.30  -0.254
11 C -2.37 1.64 -1.14  -0.112
12 N -1.10 1.39 -1.76  -0.161
13 C -0.63 0.02 -1.79  -0.143
14 C 0.22 -0.37 -0.58  -0.163
15 N 1.37 0.52 -0.51  -0.118
16 C 2.29 0.12 0.55  -0.248
17 C 2.81 -1.28 0.34  -0.189
18 C 2.97 -2.14 1.42  -0.030
19 C 3.49 -3.41 1.24  -0.084
20 C 3.85 -3.84 -0.02  -0.096
21 C 3.69 -2.99 -1.11  -0.077
22 C 3.17 -1.72 -0.93  -0.040
23 C 3.52 1.01 0.57  -0.187
24 C 4.12 1.33 1.78  -0.029
25 C 5.28 2.10 1.80  -0.083
26 C 5.84 2.55 0.62  -0.096
27 C 5.24 2.24 -0.59  -0.077
28 C 4.09 1.47 -0.61  -0.043
29 C 0.88 1.88 -0.30  -0.163
30 C 0.01 2.29 -1.49  -0.150
31 H -3.73 -2.96 0.63  0.072
32 H -2.91 -3.00 -0.93  0.078
33 H -2.39 -1.86 0.31  0.063
34 H -5.14 -1.84 -1.05  0.121
35 H -3.78 -0.84 -1.57  0.091
36 H -4.77 -1.53 2.06  0.073
37 H -6.26 -1.46 1.11  0.093
38 H -5.80 -0.11 2.15  0.086
39 H -5.16 1.20 -1.26  0.071
40 H -6.53 0.29 -0.64  0.090
41 H -5.82 1.59 0.33  0.095
42 H -3.12 1.13 -1.75  0.100
43 H -2.56 2.72 -1.20  0.135
44 H -1.48 -0.66 -1.89  0.107
45 H -0.01 -0.08 -2.69  0.126
46 H 0.58 -1.40 -0.71  0.121
47 H -0.37 -0.33 0.34  0.113
48 H 1.80 0.18 1.54  0.154
49 H 2.69 -1.81 2.41  0.113
50 H 3.62 -4.06 2.09  0.101
51 H 4.26 -4.83 -0.17  0.099
52 H 3.96 -3.33 -2.10  0.102
53 H 3.04 -1.07 -1.77  0.111
54 H 3.69 0.99 2.70  0.113
55 H 5.73 2.34 2.75  0.101
56 H 6.74 3.15 0.64  0.098
57 H 5.67 2.59 -1.51  0.101
58 H 3.62 1.23 -1.55  0.111
59 H 1.73 2.55 -0.24  0.119
60 H 0.30 1.96 0.63  0.098
61 H -0.38 3.30 -1.33  0.122
62 H 0.63 2.30 -2.39  0.122


Record 4
Formula: C24H33As3BrMnN3O8
Source: the Open Molecules 2025 dataset
Level of theory: the ωB97M-V functional and the def2-TZVPD basis

Summary:
LUMO energy (spin up / spin down), eV: -0.72 / -0.71
Spin multiplicity: 2
Total energy, eV: -330146.6070
Highest occupied orbital energy (spin up / spin down), eV: -8.875 / -8.398
Largest force on an atom, Eh/bohr: 0.0194

Last column: Löwdin charge in e.
Atoms and positions in Å:
1 Mn -0.38 -0.44 -1.05  0.355
2 C -1.86 -1.77 2.01  -0.259
3 As -0.57 -0.47 1.37  1.139
4 C 0.98 -0.95 2.43  -0.269
5 C -1.33 1.13 2.18  -0.330
6 C -0.69 2.51 1.92  -0.659
7 C -1.31 3.44 2.98  -0.073
8 C -1.10 3.06 0.54  -0.295
9 As -0.83 1.96 -1.08  1.158
10 C 0.35 2.99 -2.21  -0.276
11 C -2.53 2.28 -1.97  -0.272
12 C 0.83 2.40 2.14  -0.390
13 As 2.14 3.88 2.47  1.134
14 C 1.13 5.55 2.68  -0.362
15 C 2.73 4.26 0.64  -0.353
16 H -1.94 -1.72 3.10  0.036
17 H -1.53 -2.77 1.72  0.031
18 H -2.82 -1.57 1.56  0.033
19 H 0.78 -0.72 3.48  0.036
20 H 1.87 -0.42 2.09  0.023
21 H 1.14 -2.02 2.30  0.036
22 H -1.38 0.95 3.26  0.088
23 H -2.37 1.14 1.82  0.090
24 H -2.39 3.28 3.02  0.090
25 H -1.15 4.49 2.75  0.054
26 H -0.91 3.23 3.97  0.095
27 H -0.62 4.02 0.36  0.071
28 H -2.17 3.23 0.55  0.080
29 H 0.03 4.03 -2.24  0.036
30 H 0.30 2.56 -3.21  0.037
31 H 1.37 2.92 -1.87  0.004
32 H -2.76 3.34 -1.98  0.034
33 H -3.31 1.72 -1.45  0.030
34 H -2.47 1.90 -2.98  0.038
35 H 1.29 1.83 1.32  0.048
36 H 0.97 1.78 3.03  0.043
37 H 0.61 5.58 3.63  0.012
38 H 0.42 5.73 1.87  0.014
39 H 1.88 6.34 2.67  0.018
40 H 3.17 3.36 0.20  0.007
41 H 3.51 5.02 0.69  0.019
42 H 1.92 4.63 0.02  0.006
43 Br 6.52 1.80 -2.26  0.748
44 C 5.51 0.26 -1.82  -0.668
45 C 6.15 -0.91 -1.45  -0.177
46 N 5.50 -2.02 -1.12  0.085
47 C 4.17 -1.99 -1.14  -0.061
48 C 3.45 -0.86 -1.50  -0.108
49 C 4.13 0.29 -1.86  -0.048
50 C 1.96 -0.87 -1.48  -0.584
51 O 1.34 -1.69 -0.75  -0.074
52 O 1.32 0.00 -2.15  -0.086
53 H 7.24 -0.95 -1.42  0.105
54 H 3.65 -2.90 -0.86  0.125
55 H 3.59 1.18 -2.17  0.112
56 O -4.32 -1.48 -1.75  0.070
57 C -3.16 -1.78 -1.57  -0.588
58 O -2.19 -0.94 -1.45  -0.183
59 C -2.80 -3.25 -1.47  -0.083
60 C -3.83 -4.17 -1.36  0.083
61 C -3.53 -5.51 -1.25  -0.104
62 C -2.24 -6.00 -1.26  0.086
63 C -1.24 -5.06 -1.39  -0.105
64 C -1.48 -3.71 -1.49  0.070
65 N 0.17 -5.54 -1.43  -0.346
66 O 0.36 -6.71 -1.19  0.090
67 O 1.02 -4.73 -1.73  0.085
68 N -4.64 -6.49 -1.11  -0.350
69 O -4.35 -7.67 -1.08  0.085
70 O -5.77 -6.05 -1.11  0.093
71 H -4.86 -3.83 -1.35  0.135
72 H -2.03 -7.06 -1.17  0.133
73 H -0.64 -3.04 -1.60  0.102


Record 5
Formula: C24H33AsClI2OP2Pb
Source: the Open Molecules 2025 dataset
Level of theory: the ωB97M-V functional and the def2-TZVPD basis

Summary:
LUMO energy (spin up / spin down), eV: -11.54 / -13.07
Total energy, eV: -140831.3814
Highest occupied orbital energy (spin up / spin down), eV: -14.541 / -14.541
Largest force on an atom, Eh/bohr: 0.0520
Net charge: +3

Last column: Löwdin charge in e.
Atoms and positions in Å:
1 I -6.08 -2.60 -5.41  -0.013
2 I -5.39 -5.21 -5.16  0.014
3 Pb -1.59 -1.30 -1.54  1.009
4 P 0.41 -1.86 -3.38  0.703
5 C -0.20 -2.17 -5.07  -0.227
6 C 1.11 -0.18 -3.44  -0.262
7 H 1.92 -0.10 -4.19  0.081
8 H 2.64 -2.82 -3.84  0.082
9 H 1.51 0.09 -2.45  0.013
10 H 2.19 -2.82 -2.08  -0.003
11 H -1.04 -1.50 -5.30  0.064
12 H 0.33 0.56 -3.67  0.054
13 C 1.83 -2.97 -3.11  -0.251
14 H 0.58 -2.04 -5.83  0.081
15 H 1.48 -4.01 -3.16  0.069
16 H -0.59 -3.20 -5.12  0.068
17 P -2.95 -2.38 0.61  0.717
18 C -4.69 -2.84 0.28  -0.226
19 C -2.28 -3.57 1.84  -0.243
20 H -2.10 -0.42 1.76  -0.007
21 H -3.69 -0.90 2.43  0.085
22 H -3.55 -0.03 0.86  0.068
23 C -3.10 -0.80 1.51  -0.265
24 H -1.23 -3.29 2.03  0.009
25 H -2.86 -3.60 2.78  0.082
26 H -5.29 -2.91 1.20  0.081
27 H -4.71 -3.82 -0.23  0.065
28 H -2.27 -4.56 1.38  0.067
29 H -5.15 -2.11 -0.40  0.065
30 Cl 0.29 -2.68 -0.20  -0.062
31 O -0.62 0.44 -0.42  -0.717
32 As 0.33 1.32 0.67  1.264
33 C 1.26 2.67 -0.32  -0.328
34 C 1.01 2.93 -1.68  -0.078
35 C 1.93 3.72 -2.39  -0.035
36 C 3.04 4.28 -1.75  -0.020
37 C 3.23 4.05 -0.38  -0.031
38 C 2.34 3.26 0.34  -0.090
39 C -0.72 1.97 2.14  -0.314
40 C -1.00 3.35 2.16  -0.066
41 C -1.53 3.90 3.33  -0.027
42 C -1.81 3.10 4.45  -0.018
43 C -1.59 1.72 4.38  -0.039
44 C -1.02 1.15 3.23  -0.156
45 C 1.80 0.25 1.34  -0.253
46 C 2.81 -0.15 0.45  -0.004
47 C 3.96 -0.75 0.95  0.026
48 C 4.08 -0.94 2.34  0.051
49 C 3.11 -0.48 3.24  0.089
50 C 1.96 0.14 2.72  -0.018
51 H 0.13 2.51 -2.18  0.102
52 H 1.79 3.88 -3.45  0.123
53 H 3.77 4.88 -2.31  0.131
54 H 4.09 4.48 0.13  0.122
55 H 2.51 3.06 1.40  0.115
56 H -0.76 3.97 1.29  0.115
57 H -1.70 4.97 3.37  0.125
58 H -2.22 3.54 5.36  0.132
59 H -1.82 1.07 5.21  0.123
60 H -0.78 0.09 3.22  0.100
61 H 2.72 0.07 -0.62  0.125
62 H 4.75 -1.07 0.26  0.141
63 H 4.97 -1.41 2.74  0.143
64 H 3.21 -0.56 4.31  0.148
65 H 1.23 0.60 3.39  0.102


Record 6
Formula: C24H33AsCsN2O8P2S
Source: the Open Molecules 2025 dataset
Level of theory: the ωB97M-V functional and the def2-TZVPD basis

Summary:
LUMO energy, eV: 1.97
Total energy, eV: -135587.5806
Highest occupied orbital energy, eV: -5.090
Largest force on an atom, Eh/bohr: 0.0114
Net charge: -1

Last column: Löwdin charge in e.
Atoms and positions in Å:
1 Cs -0.52 -0.59 1.10  1.001
2 C 1.80 -0.98 5.93  -0.297
3 P 1.26 0.13 4.57  0.823
4 C 0.35 1.39 5.56  -0.307
5 C 2.83 1.06 4.30  -0.464
6 C 3.90 0.25 3.55  -0.455
7 P 3.33 -0.29 1.86  0.837
8 C 2.80 -2.02 2.17  -0.325
9 C 4.98 -0.64 1.12  -0.321
10 H 2.29 -0.43 6.74  0.038
11 H 2.50 -1.72 5.53  0.026
12 H 0.95 -1.53 6.33  0.035
13 H 0.95 1.77 6.39  0.035
14 H -0.57 0.96 5.95  0.033
15 H 0.07 2.22 4.91  0.028
16 H 3.20 1.41 5.27  0.073
17 H 2.57 1.94 3.70  0.069
18 H 4.22 -0.62 4.14  0.069
19 H 4.78 0.87 3.40  0.069
20 H 3.58 -2.60 2.67  0.041
21 H 2.54 -2.50 1.22  0.028
22 H 1.89 -2.05 2.77  -0.006
23 H 5.61 -1.27 1.76  0.036
24 H 5.51 0.30 0.91  0.026
25 H 4.83 -1.15 0.17  0.032
26 O 0.69 2.01 -6.33  -0.063
27 C 1.19 0.77 -5.85  -0.213
28 C 0.92 0.64 -4.37  -0.191
29 C 1.09 -0.59 -3.75  -0.010
30 C 0.88 -0.69 -2.39  -0.106
31 N 0.51 0.35 -1.65  0.062
32 C 0.31 1.52 -2.24  -0.220
33 C 0.51 1.71 -3.61  0.040
34 C -0.27 2.57 -1.36  -0.241
35 C -1.36 3.32 -1.81  0.012
36 C -2.01 4.17 -0.93  -0.206
37 C -3.21 4.95 -1.38  -0.205
38 O -2.85 6.26 -1.85  -0.062
39 C -1.52 4.27 0.36  -0.011
40 C -0.41 3.51 0.71  -0.135
41 N 0.20 2.67 -0.12  0.119
42 H 0.96 2.11 -7.25  0.084
43 H 2.27 0.70 -6.02  0.127
44 H 0.71 -0.07 -6.37  0.124
45 H 1.37 -1.48 -4.32  0.116
46 H 0.97 -1.64 -1.87  0.101
47 H 0.35 2.68 -4.06  0.116
48 H -1.75 3.16 -2.81  0.126
49 H -3.90 5.11 -0.55  0.121
50 H -3.74 4.40 -2.17  0.119
51 H -2.10 6.16 -2.44  0.081
52 H -2.00 4.90 1.09  0.115
53 H -0.01 3.57 1.71  0.102
54 O -4.84 -0.54 -0.51  -0.396
55 As -3.30 -0.02 -1.32  1.019
56 O -2.32 -1.61 -0.88  -0.458
57 O -2.64 0.96 -0.15  -0.758
58 C -2.71 -2.82 -1.34  -0.347
59 C -3.65 -2.97 -2.36  -0.060
60 C -4.00 -4.22 -2.84  -0.107
61 C -3.42 -5.36 -2.31  -0.114
62 C -2.49 -5.22 -1.29  -0.079
63 C -2.12 -3.98 -0.80  -0.173
64 S -0.88 -3.99 0.52  0.389
65 O -0.61 -5.40 0.74  -0.352
66 O -1.49 -3.32 1.67  -0.466
67 O 0.27 -3.25 0.00  -0.476
68 H -4.68 -0.41 0.43  0.006
69 H -4.12 -2.09 -2.79  0.067
70 H -4.74 -4.30 -3.63  0.093
71 H -3.69 -6.34 -2.67  0.088
72 H -2.02 -6.09 -0.85  0.098